Record 1
# C34H86O17

A 10-piece molecular cluster, C34H86O17 overall (ωB97M-V/def2-TZVPD, OMol25).

Calculated values
- Orbital gap: 0.3614 Eh
- E_HOMO: -9.50 eV
- Electronic energy: -71448.49384 eV
- F_max: 0.0455 hartree/bohr

XYZ file:
```
137
C34H86O17 | OMol25 | ωB97M-V/def2-TZVPD
C 2.620 0.332 -8.178
C 4.054 -0.149 -8.275
C 4.084 -0.375 -9.776
O 3.467 0.789 -10.335
C 2.592 1.317 -9.358
H 2.401 0.702 -7.188
H 1.981 -0.532 -8.386
H 4.249 -1.087 -7.752
H 4.822 0.569 -7.991
H 3.477 -1.258 -10.049
H 5.065 -0.614 -10.191
H 1.576 1.527 -9.697
H 3.018 2.273 -9.021
C 2.800 -2.345 -1.699
O 3.846 -3.008 -2.421
H 2.303 -3.054 -1.014
H 3.190 -1.527 -1.116
H 1.984 -2.129 -2.402
H 3.482 -3.798 -2.827
C -0.794 -3.264 -1.576
O -1.491 -4.548 -1.386
H -0.146 -3.077 -0.712
H -0.167 -3.381 -2.460
H -1.521 -2.457 -1.657
H -2.429 -4.409 -1.267
C -3.698 -2.194 7.563
O -2.465 -2.227 6.849
C -2.494 -1.423 5.694
C -3.267 -2.009 4.568
O -2.947 -1.327 3.348
C -3.354 -2.054 2.195
H -3.819 -1.215 8.053
H -3.655 -2.923 8.374
H -4.554 -2.439 6.930
H -1.445 -1.314 5.397
H -2.774 -0.396 5.973
H -4.352 -1.812 4.688
H -3.128 -3.098 4.539
H -2.756 -2.979 2.111
H -3.107 -1.429 1.342
H -4.414 -2.330 2.254
C 0.684 4.517 6.508
O -0.436 3.756 6.115
C -0.492 2.493 6.728
C 0.421 1.423 6.142
O -0.070 0.855 4.967
C 0.041 1.654 3.820
H 0.709 5.429 5.907
H 1.635 4.020 6.255
H 0.664 4.796 7.567
H -1.508 2.092 6.603
H -0.428 2.532 7.830
H 0.469 0.601 6.866
H 1.472 1.728 6.020
H 1.087 1.656 3.469
H -0.250 2.702 3.911
H -0.532 1.223 3.001
C 0.490 -1.719 1.831
O 0.939 -0.966 0.724
C -0.035 -0.136 0.161
C 0.600 0.687 -0.952
O 0.134 0.262 -2.201
C 0.446 1.191 -3.220
H 1.206 -2.513 2.022
H -0.495 -2.147 1.595
H 0.424 -1.094 2.732
H -0.414 0.537 0.943
H -0.885 -0.715 -0.223
H 1.692 0.628 -0.834
H 0.361 1.751 -0.802
H 0.153 0.719 -4.156
H 1.535 1.370 -3.216
H 0.032 2.206 -3.187
C 2.853 -1.730 4.877
O 3.766 -1.210 3.981
C 3.452 0.085 3.559
C 4.293 0.450 2.380
O 3.647 1.555 1.776
C 4.320 1.982 0.627
H 3.364 -2.528 5.417
H 2.005 -2.184 4.359
H 2.523 -0.997 5.618
H 3.528 0.853 4.342
H 2.423 0.129 3.169
H 4.432 -0.393 1.695
H 5.282 0.810 2.708
H 5.377 2.195 0.837
H 3.869 2.917 0.294
H 4.226 1.245 -0.182
C 0.771 -5.173 2.443
O 0.944 -6.492 2.841
C 0.204 -7.365 2.055
C -1.273 -7.123 1.986
O -1.804 -7.248 3.300
C -2.481 -6.146 3.774
H -0.218 -4.764 2.709
H 0.977 -4.998 1.379
H 1.442 -4.525 3.015
H 0.331 -8.424 2.301
H 0.657 -7.360 1.042
H -1.785 -7.886 1.392
H -1.524 -6.163 1.516
H -1.780 -5.312 3.914
H -2.891 -6.423 4.742
H -3.301 -5.790 3.134
C -1.231 4.289 -1.602
O -1.485 5.657 -1.803
C -0.454 6.491 -1.399
C -1.047 7.781 -0.864
O -0.037 8.733 -0.963
C -0.429 9.939 -0.427
H -0.326 3.983 -2.144
H -2.062 3.770 -2.078
H -1.157 4.010 -0.545
H 0.181 6.730 -2.259
H 0.166 6.045 -0.613
H -1.312 7.653 0.194
H -1.937 8.084 -1.425
H -0.426 9.962 0.672
H -1.419 10.238 -0.803
H 0.240 10.748 -0.734
C -3.054 1.331 -3.819
O -4.112 1.253 -4.729
C -4.216 0.075 -5.530
C -3.364 0.033 -6.795
O -1.974 -0.014 -6.625
C -1.395 0.189 -7.888
H -2.198 0.737 -4.138
H -3.346 0.853 -2.873
H -2.781 2.372 -3.698
H -5.266 0.143 -5.826
H -4.114 -0.807 -4.876
H -3.674 0.972 -7.292
H -3.722 -0.784 -7.435
H -1.504 -0.676 -8.563
H -0.310 0.285 -7.765
H -1.748 1.078 -8.422
```

Record 2
# C34H87ClN5O16

A 8-piece molecular cluster, C34H87ClN5O16 overall (ωB97M-V/def2-TZVPD, OMol25).

Calculated values
- Orbital gap: 0.3155 Eh
- E_HOMO: -6.18 eV
- Electronic energy: -89390.28448 eV
- Total charge: -1
- F_max: 0.0265 hartree/bohr

XYZ file:
```
143
C34H87ClN5O16 | OMol25 | ωB97M-V/def2-TZVPD
Cl -10.678 -20.275 12.848
O -10.602 -19.304 13.924
O -9.532 -21.143 12.800
O -11.839 -21.109 13.105
O -10.797 -19.558 11.606
C -9.876 -14.448 13.463
C -9.317 -15.256 14.635
O -8.719 -16.471 14.254
H -10.062 -13.419 13.770
H -10.835 -14.880 13.159
H -9.211 -14.495 12.602
H -10.119 -15.379 15.373
H -8.541 -14.639 15.102
H -9.454 -17.082 14.106
C -13.302 -16.732 13.531
C -13.809 -17.941 14.279
O -14.042 -19.039 13.403
H -12.350 -16.922 13.035
H -13.113 -15.931 14.259
H -14.034 -16.412 12.791
H -14.741 -17.717 14.803
H -13.092 -18.278 15.036
H -13.229 -19.556 13.390
C -19.474 -21.864 9.867
O -18.777 -22.973 10.361
C -19.452 -23.673 11.376
C -18.662 -24.927 11.683
N -17.438 -24.668 12.382
C -16.577 -25.829 12.443
C -15.255 -25.487 13.104
O -14.720 -24.309 12.546
C -14.564 -23.263 13.478
H -19.866 -21.235 10.679
H -20.365 -22.175 9.298
H -18.797 -21.299 9.235
H -20.431 -24.011 11.001
H -19.588 -23.079 12.288
H -18.508 -25.456 10.720
H -19.329 -25.620 12.214
H -16.970 -23.878 11.953
H -16.375 -26.263 11.445
H -17.119 -26.605 12.992
H -14.527 -26.283 12.913
H -15.413 -25.438 14.187
H -13.806 -23.447 14.246
H -15.516 -23.029 13.974
H -14.279 -22.368 12.924
C -15.963 -23.950 8.374
O -14.730 -23.381 8.659
C -14.803 -22.304 9.576
C -13.460 -21.593 9.619
N -12.960 -21.207 8.299
C -11.720 -20.438 8.446
C -11.080 -20.129 7.113
O -11.041 -21.268 6.289
C -10.334 -21.018 5.114
H -16.725 -23.198 8.123
H -16.370 -24.607 9.157
H -15.843 -24.583 7.489
H -14.953 -22.639 10.612
H -15.628 -21.645 9.273
H -12.724 -22.223 10.121
H -13.584 -20.702 10.262
H -13.639 -20.541 7.928
H -11.018 -21.086 8.986
H -11.855 -19.567 9.100
H -10.062 -19.749 7.283
H -11.617 -19.305 6.601
H -10.370 -21.902 4.479
H -9.273 -20.786 5.295
H -10.768 -20.161 4.573
C -7.072 -27.976 17.427
O -6.916 -26.657 16.970
C -5.934 -25.932 17.645
C -5.839 -24.552 17.024
N -5.373 -24.614 15.663
C -5.688 -23.403 14.887
C -7.026 -23.508 14.198
O -6.961 -24.536 13.236
C -8.105 -24.468 12.369
H -7.023 -28.026 18.525
H -6.226 -28.599 17.096
H -8.002 -28.375 17.039
H -4.937 -26.393 17.677
H -6.258 -25.774 18.690
H -5.166 -23.938 17.630
H -6.844 -24.102 17.114
H -5.782 -25.396 15.166
H -4.901 -23.279 14.138
H -5.665 -22.510 15.515
H -7.261 -22.538 13.739
H -7.797 -23.718 14.954
H -8.236 -25.453 11.929
H -7.963 -23.652 11.664
H -8.979 -24.302 13.007
C -4.001 -27.249 6.327
O -4.671 -26.032 6.468
C -3.811 -24.909 6.358
C -4.654 -23.686 6.219
N -5.229 -23.294 7.512
C -6.278 -22.302 7.322
C -6.773 -21.795 8.666
O -7.889 -20.971 8.450
C -8.350 -20.374 9.648
H -3.226 -27.400 7.090
H -3.463 -27.294 5.364
H -4.765 -28.022 6.340
H -3.111 -25.055 5.524
H -3.206 -24.843 7.274
H -5.444 -23.867 5.469
H -4.104 -22.843 5.788
H -5.690 -24.152 7.814
H -7.121 -22.663 6.713
H -5.877 -21.449 6.761
H -5.965 -21.221 9.138
H -7.050 -22.639 9.315
H -7.561 -19.830 10.176
H -8.798 -21.113 10.321
H -9.165 -19.706 9.380
C -10.551 -25.854 17.809
O -11.246 -24.644 17.708
C -10.941 -23.969 16.495
C -11.284 -22.495 16.612
N -10.248 -21.788 17.367
C -10.488 -20.354 17.370
C -9.375 -19.635 18.091
O -9.272 -20.104 19.419
C -8.226 -19.493 20.118
H -10.600 -26.532 16.951
H -10.955 -26.405 18.663
H -9.500 -25.663 18.068
H -11.497 -24.390 15.648
H -9.863 -24.006 16.303
H -12.285 -22.346 17.045
H -11.289 -22.081 15.599
H -10.278 -22.088 18.337
H -11.449 -20.079 17.834
H -10.459 -19.985 16.341
H -9.583 -18.553 18.099
H -8.451 -19.754 17.507
H -7.251 -19.771 19.698
H -8.252 -19.868 21.143
H -8.332 -18.402 20.135
```

Record 3
# C34H88N6O11

A 11-piece molecular cluster, C34H88N6O11 overall (ωB97M-V/def2-TZVPD, OMol25).

Calculated values
- Orbital gap: 0.3091 Eh
- E_HOMO: -8.22 eV
- Electronic energy: -68141.56807 eV
- F_max: 0.0999 hartree/bohr

XYZ file:
```
139
C34H88N6O11 | OMol25 | ωB97M-V/def2-TZVPD
C 9.985 -2.685 -1.553
C 10.968 -1.672 -2.133
C 12.046 -2.452 -2.924
C 12.894 -1.557 -3.915
C 12.023 -0.788 -4.815
C 11.060 0.112 -4.054
N 10.331 -0.677 -3.018
O 9.274 0.089 -2.436
C 11.790 1.333 -3.444
C 10.082 0.676 -5.104
C 11.620 -0.970 -0.853
H 10.574 -3.316 -0.888
H 9.716 -3.477 -2.251
H 9.119 -2.243 -1.058
H 12.722 -2.902 -2.198
H 11.666 -3.349 -3.412
H 13.575 -2.261 -4.393
H 13.596 -0.870 -3.442
H 11.454 -1.442 -5.476
H 12.628 -0.158 -5.467
H 12.037 2.041 -4.236
H 11.115 1.929 -2.829
H 12.709 1.094 -2.910
H 10.730 1.290 -5.729
H 9.595 -0.141 -5.636
H 9.439 1.415 -4.626
H 10.882 -0.484 -0.215
H 12.359 -0.227 -1.155
H 12.094 -1.639 -0.134
H 8.521 -0.322 -2.866
C -12.146 -0.388 4.142
C -11.864 -1.612 3.315
C -12.391 -1.311 1.895
C -11.973 -2.236 0.778
C -10.487 -2.370 0.726
C -9.806 -2.658 2.101
N -10.390 -1.838 3.275
O -9.782 -2.093 4.499
C -9.824 -4.177 2.260
C -8.360 -2.235 1.890
C -12.526 -2.811 3.975
H -13.179 -0.057 4.247
H -11.498 0.455 3.904
H -11.894 -0.674 5.163
H -13.472 -1.455 1.896
H -12.343 -0.259 1.615
H -12.281 -1.925 -0.220
H -12.398 -3.214 1.002
H -10.089 -1.436 0.329
H -10.276 -3.165 0.010
H -9.461 -4.593 3.200
H -10.854 -4.536 2.250
H -9.318 -4.680 1.437
H -8.357 -1.221 1.490
H -7.791 -2.238 2.820
H -7.863 -2.835 1.128
H -13.499 -2.422 4.272
H -12.040 -3.158 4.888
H -12.676 -3.577 3.214
H -9.937 -3.030 4.639
C -0.081 0.692 -0.181
O -0.949 0.611 -1.045
N 1.196 0.565 -0.367
N -0.338 0.905 1.059
H 1.727 0.670 0.486
H 1.651 0.430 -1.259
H -1.314 0.989 1.306
H 0.418 1.166 1.677
C 4.336 -3.546 -6.000
O 4.220 -2.543 -5.288
N 5.512 -3.977 -6.401
N 3.354 -4.379 -6.409
H 5.415 -4.913 -6.769
H 6.420 -3.591 -6.182
H 2.416 -4.127 -6.131
H 3.543 -5.201 -6.964
C -1.627 6.858 -5.745
C -1.403 5.453 -5.158
O -2.554 4.712 -4.775
H -2.392 7.395 -5.184
H -1.967 6.823 -6.780
H -0.715 7.454 -5.721
H -0.758 5.475 -4.280
H -0.863 4.891 -5.919
H -2.263 3.901 -4.350
C 3.304 -7.007 0.611
C 2.619 -6.657 -0.691
O 1.241 -7.234 -0.780
H 3.067 -8.025 0.922
H 2.972 -6.364 1.425
H 4.380 -6.856 0.518
H 3.212 -6.871 -1.580
H 2.511 -5.575 -0.760
H 0.686 -6.784 -1.421
C -7.150 3.314 7.960
C -5.977 2.741 7.166
O -6.227 2.793 5.768
H -7.287 4.378 7.769
H -6.913 3.278 9.023
H -8.037 2.693 7.827
H -5.863 1.685 7.410
H -5.023 3.190 7.441
H -6.690 1.962 5.635
C 1.102 1.381 8.690
C 2.426 1.379 7.921
O 2.194 0.887 6.630
H 0.806 0.338 8.804
H 0.373 1.971 8.136
H 0.931 1.841 9.664
H 3.084 0.662 8.413
H 2.866 2.374 7.866
H 2.999 1.070 6.140
C -4.357 -2.518 -5.579
C -3.224 -3.417 -5.753
O -2.339 -3.506 -4.635
H -4.056 -1.472 -5.528
H -5.007 -2.880 -4.782
H -4.977 -2.548 -6.475
H -2.758 -3.012 -6.652
H -3.422 -4.469 -5.958
H -2.334 -2.676 -4.154
C -2.728 8.361 1.057
C -2.693 7.238 2.119
O -3.689 7.359 2.989
H -2.455 9.321 1.496
H -3.672 8.439 0.518
H -1.910 8.195 0.356
H -1.822 7.283 2.773
H -2.759 6.243 1.681
H -4.090 6.501 3.145
C 4.293 5.466 0.791
C 5.625 5.172 1.455
O 5.613 3.766 1.785
H 3.376 5.392 1.375
H 4.123 4.952 -0.156
H 4.319 6.544 0.636
H 5.717 5.788 2.351
H 6.435 5.180 0.726
H 6.379 3.421 1.320
```